Computed, not measured: 7 unconnected molecules or ions with the total composition C33H86N6O11 in a non-equilibrium geometry, with the ωB97M-V functional and the def2-TZVPD basis.

```
136
Properties=species:S:1:pos:R:3:forces:R:3
O 1.805632 -3.846043 -5.666528 0.34 0.48 0.28
O -0.062724 -1.963107 -10.398511 -0.20 1.88 0.69
O -0.189347 -3.017327 1.868512 0.16 -0.22 0.01
O 1.101319 3.875396 -3.552416 0.81 0.84 0.15
O -3.722041 -9.313292 -0.631081 0.90 0.15 -0.27
O -3.226865 -4.588541 8.209312 1.17 0.26 -0.02
O 4.717100 6.386379 -5.799035 -1.88 0.48 -0.08
O -7.822110 3.146259 4.593494 0.24 -0.03 -0.97
O -11.379604 1.386672 5.033749 0.60 -0.99 0.31
O 7.475754 4.122288 3.853363 -1.65 -0.12 -1.23
O 10.429531 6.863615 1.146332 0.85 1.12 0.80
N 3.881221 3.854300 -4.883295 -0.69 0.05 -0.44
N -1.672804 -6.264534 -1.274634 -0.62 0.77 -0.86
N -10.637696 4.034090 5.326340 -0.64 -0.96 1.07
N 1.138508 -4.070142 -8.505766 -0.18 -1.27 -0.10
N 9.630616 6.125257 3.775889 -0.05 0.70 1.55
N 0.241647 -4.953587 6.676335 -0.80 0.04 -0.31
C -7.998521 2.250388 3.498804 -1.44 -0.34 0.04
C -11.777690 0.018994 4.991650 -0.33 0.46 0.50
C -3.322550 -7.909079 -0.687118 -1.59 -1.04 -0.41
C -12.035589 3.643041 5.110610 0.33 1.89 0.79
C 9.431415 5.068237 4.799988 -1.30 0.98 -1.35
C 0.116419 -4.265569 -9.562663 1.79 2.76 0.30
C 0.182856 -1.039308 -11.466041 -0.95 -0.53 0.44
C -12.255415 2.315521 4.492942 -0.95 -0.33 -1.43
C 6.035548 4.072810 3.637659 0.43 -0.56 0.53
C 7.900251 4.871840 4.963485 1.02 -0.33 0.22
C -1.974730 -4.174497 7.614905 -0.10 -0.63 0.12
C -8.419489 4.434484 4.393314 -0.88 -0.15 -0.47
C 10.994481 6.116089 3.309184 0.06 0.19 -0.03
C 1.851598 2.724989 -3.986202 -0.93 0.19 0.13
C -0.655841 -1.680963 1.791244 -0.10 -0.39 0.04
C 0.178714 3.725284 -2.488565 0.16 -0.99 0.13
C 1.006078 -5.149668 -7.532126 1.47 0.64 0.41
C 11.297653 7.166296 2.257121 -0.57 -1.86 -0.50
C -0.405541 -5.836175 8.797893 -0.56 0.04 0.69
C 5.574509 5.292218 -5.939679 0.63 0.05 -0.33
C -0.875659 -8.241641 -0.381849 0.26 -0.91 0.18
C 2.705824 -3.613489 -4.584262 -0.41 0.55 -0.32
C -0.927152 -5.329570 7.466153 -0.62 -0.25 1.14
C -9.972104 4.507483 4.159897 0.72 -0.57 -0.12
C -1.950050 -7.676711 -1.294167 0.15 -1.21 1.54
C 0.417482 -3.218060 -10.664964 -0.42 -1.61 -0.49
C 2.120512 -4.960487 -6.466978 -0.71 -0.50 -0.31
C 10.266698 8.002097 0.336358 -1.18 -0.48 -0.41
C 5.275681 7.685366 -5.868989 1.00 -0.94 0.09
C 4.784737 4.013803 -6.029822 -1.10 -0.93 0.23
C -4.851632 -9.584482 0.178509 0.62 0.58 0.65
C -4.090096 -3.532742 8.614786 -0.06 -0.67 0.22
C 2.717308 3.021248 -5.219369 0.00 -0.61 1.10
H 11.190638 8.160896 2.690047 -0.43 0.18 -0.26
H -0.464431 -1.369851 -12.278358 0.13 0.24 -0.47
H 0.009334 -5.103310 -7.093439 -0.12 -0.45 0.44
H -3.388879 -7.414751 0.282087 0.14 -0.16 0.28
H -2.322657 -5.884216 -1.947798 -0.21 0.78 -0.08
H -0.134279 -0.047867 -11.142673 0.01 -0.15 0.11
H -4.103611 -7.490405 -1.321758 0.01 0.69 -0.16
H -0.018925 -1.061131 2.422314 0.02 0.08 -0.25
H 1.116150 1.956123 -4.222942 -0.13 -0.27 -0.37
H -1.536417 -3.379234 8.217839 0.11 0.22 0.12
H -10.292616 5.509976 3.876387 0.36 0.48 0.50
H -8.026212 4.949581 3.516895 0.70 -0.04 -0.01
H -5.183867 -10.621945 0.141082 0.35 -0.01 -0.65
H -11.074953 -0.567416 5.583587 0.26 0.18 -0.31
H -0.585225 3.018878 -2.813337 -0.42 0.06 0.15
H -7.904244 2.659451 2.492888 0.14 0.70 0.08
H 1.478305 -3.111422 -10.891673 0.31 -0.67 0.13
H -12.414312 4.448391 4.481261 -0.71 -0.16 -0.04
H 0.410878 -6.549174 8.682995 0.11 0.27 -0.18
H 6.149033 5.385918 -6.861221 0.32 0.09 -0.17
H 2.460961 2.286005 -3.196221 0.25 0.37 0.28
H 2.894872 -4.538671 -4.039829 -0.11 0.07 0.30
H -3.668659 -2.758456 9.255861 0.80 0.14 -0.28
H -1.469257 -6.198315 7.092646 0.16 0.13 -0.92
H 8.997847 5.959173 3.006397 0.04 -0.15 -0.12
H 5.497028 4.949335 3.277386 0.77 0.85 0.23
H 4.206044 3.908782 -6.947529 -0.23 0.86 -0.50
H 0.222255 -5.234901 -10.049800 -0.20 -0.13 0.49
H 0.572964 3.353945 -1.542636 0.79 -0.61 -0.11
H -0.816065 -9.329918 -0.395962 0.12 0.00 -0.25
H -0.840428 -4.036440 -9.093579 -0.61 -0.53 -0.60
H 11.174192 8.435915 -0.083590 0.31 -0.22 0.07
H 0.930871 -3.252534 -7.950325 -0.09 0.58 -0.44
H 12.319733 7.035865 1.901572 0.28 0.16 0.12
H -10.211169 3.145570 5.547039 0.63 -0.02 0.51
H -7.393210 1.344307 3.472070 0.57 0.37 0.88
H 5.847278 7.756302 -6.794375 0.24 0.26 -0.09
H 0.086558 -7.792300 -0.627504 0.16 -0.29 -0.17
H -9.020091 1.885166 3.604205 -0.27 -0.22 -0.41
H 5.551595 3.764611 4.564428 -0.08 -0.08 0.12
H -0.780955 -6.189201 -1.742631 0.35 0.42 0.07
H 9.614976 7.636173 -0.457016 0.12 0.38 -0.32
H -0.635080 -1.389794 0.741058 0.00 0.61 0.14
H 3.488668 4.770786 -4.721910 0.07 0.34 0.33
H -4.543688 -9.434602 1.213299 -0.27 0.23 0.34
H -11.882539 -0.381279 3.983236 0.20 0.09 -0.17
H 11.692723 6.361109 4.109507 -0.09 -0.36 0.45
H 3.053264 2.038514 -5.550236 0.31 -0.17 0.05
H 1.164694 -6.093278 -8.054178 -0.08 -0.16 0.17
H 11.138988 5.086933 2.980463 1.03 -0.07 -0.54
H -8.135128 4.925664 5.323895 -0.34 0.44 -0.23
H -0.060027 -4.623099 5.770861 0.05 0.00 -0.37
H 2.091127 3.359022 -6.045144 -0.07 0.60 -0.10
H 3.658882 -3.143598 -4.827116 0.35 -0.43 -0.85
H 9.718387 8.774029 0.876328 0.03 0.24 0.11
H 5.939871 7.781997 -5.010144 0.31 0.40 0.01
H -12.187497 2.409259 3.409105 0.69 -0.28 -0.47
H 9.895881 4.170425 4.392193 -0.21 -0.65 0.31
H -4.805215 -3.996797 9.294028 -0.38 -0.12 -0.43
H 6.266001 5.267114 -5.097469 0.21 -0.14 0.19
H -1.042552 -7.985445 0.664383 -0.32 0.27 -0.04
H 3.080441 -4.832442 -6.967227 0.10 0.13 -0.22
H 4.559966 8.507163 -5.846705 -0.46 -0.59 0.05
H 2.208466 -5.848058 -5.840428 -0.10 -0.27 0.20
H -12.540637 3.683565 6.075687 -0.06 0.07 0.06
H -4.572707 -3.077014 7.750216 -0.15 0.09 0.02
H 9.910334 5.281874 5.755543 -0.02 0.40 -0.08
H 0.657650 -4.147362 7.120225 0.30 0.14 0.17
H -10.349391 3.942214 3.307718 0.72 -0.46 -0.67
H 7.336517 5.803587 5.010063 0.32 0.34 0.07
H -13.302504 2.025651 4.580511 -0.27 -0.19 0.61
H -1.675518 -1.632318 2.173331 -0.16 0.24 -0.04
H 5.373564 3.101153 -6.121799 0.81 0.23 0.43
H -1.190358 -6.369600 9.334174 -0.15 0.10 0.06
H -2.140632 -3.799267 6.605074 -0.23 0.25 -0.17
H 7.749210 4.338148 5.901810 -0.35 -0.29 0.14
H -12.733428 -0.097115 5.502704 -0.31 0.05 -0.05
H 2.271493 -2.806911 -3.993591 -0.47 -0.52 0.41
H -5.697223 -8.934112 -0.045284 -0.11 0.12 -0.12
H -1.919057 -8.084765 -2.304430 0.08 -0.34 -0.04
H -0.261226 4.643898 -2.100351 0.01 0.46 -1.13
H -0.118720 -4.997302 9.432011 0.35 0.00 0.11
H 5.771304 3.347827 2.867801 0.68 -0.37 0.13
H -0.094241 -3.638974 -11.530445 -0.03 0.14 -0.73
H 1.216459 -0.983127 -11.807514 0.20 -0.28 0.19
H -0.491416 -3.438007 1.060188 0.05 -0.36 0.12
```
Positions in Å, forces in eV/Å.

Values from the calculation:
charge	0
energy	-67068.75311	eV
max |F|	3.3	eV/A
frontier orbital gap	0.326	Eh
HOMO level	-8.54	eV
SMILES string	COC[C@H](C)N.COC[C@H](C)N.COCCNCCOC.COCCNCCOC.COCCNCCOC.COCCNCCOC.CO
energy above the lowest of the compared OMol25 structures with the same formula, charge and spin	57.8	kcal/mol